No. 1
{"formula": "CH4IN3", "method": "ωB97M-V with the def2-TZVPD basis set", "symbols": ["C", "N", "N", "N", "I", "H", "H", "H", "H"], "positions_angstrom": [[0.533, -0.466, -0.065], [-0.487, 0.533, -0.009], [-1.634, 0.024, 0.164], [-2.630, 0.831, 0.233], [-4.453, -0.080, -0.016], [1.252, -0.064, -0.758], [0.205, -1.553, -0.085], [1.083, -0.341, 0.873], [-2.447, 1.855, -0.214]], "atomic_forces_ev_per_a": [[0.6, -0.5, 1.6], [-3.1, -0.3, -0.2], [3.4, -1.4, -0.4], [-1.4, 4.3, -0.9], [0.5, 0.5, -0.1], [0.2, -0.7, -0.9], [0.3, 1.4, -0.6], [0.1, -0.3, 0.2], [-0.7, -2.9, 1.2]], "lowdin_charge": [-0.1599, -0.0866, -0.2430, -0.5903, 0.7274, 0.0580, 0.0974, 0.0633, 0.1336], "orbital_gap_ev": 8.3, "de_lowest_kcal_mol": 9.7, "e_tot_ha": -502.3527, "spin_multiplicity": 1}

No. 2
{"formula": "C4H3NO", "method": "ωB97M-V with the def2-TZVPD basis set", "symbols": ["C", "C", "C", "N", "C", "O", "H", "H", "H"], "positions_angstrom": [[2.338, -0.051, -0.298], [1.202, -0.407, -0.114], [-0.178, -0.805, 0.065], [-0.950, -0.267, 1.319], [-1.201, 0.184, 0.179], [-1.885, 1.068, -0.519], [3.347, 0.264, -0.453], [-0.438, -1.807, -0.269], [-2.200, 1.774, 0.058]], "atomic_forces_ev_per_a": [[-0.4, -0.1, 0.1], [0.5, 0.1, -0.1], [0.2, -0.2, -0.3], [-0.2, 0.4, -0.5], [0.2, -0.2, 0.3], [0.1, 0.0, 0.0], [-0.2, -0.1, 0.0], [0.1, 0.1, 0.2], [-0.2, 0.0, 0.2]], "lowdin_charge": [0.1167, -0.0993, -0.2155, 0.2248, -0.4522, 0.1455, 0.0262, 0.1235, 0.1302], "orbital_gap_ev": 10.2, "smiles": "C#C[C@H]1N=C1O", "de_lowest_kcal_mol": 58.9, "e_tot_ha": -284.0793, "spin_multiplicity": 1}

No. 3
{"formula": "C6H11NO2", "method": "ωB97M-V with the def2-TZVPD basis set", "symbols": ["C", "C", "C", "C", "C", "C", "O", "N", "O", "H", "H", "H", "H", "H", "H", "H", "H", "H", "H", "H"], "positions_angstrom": [[0.889, -0.060, 0.161], [-0.756, -0.239, -1.780], [0.650, 0.025, 1.655], [1.423, 1.215, -0.430], [-0.934, -0.669, -0.448], [-1.976, 0.461, -0.017], [1.656, -1.127, -0.210], [-1.103, -1.914, -0.031], [-1.757, 1.606, 0.280], [1.177, -1.938, 0.035], [-1.358, -1.922, 0.956], [-0.567, 0.789, -2.053], [-0.969, -0.926, -2.594], [-2.969, -0.009, 0.055], [0.250, -0.905, 2.055], [0.002, 0.859, 1.910], [1.622, 0.180, 2.131], [2.301, 1.523, 0.146], [0.662, 1.990, -0.368], [1.756, 1.059, -1.453]], "atomic_forces_ev_per_a": [[1.0, -0.3, 0.6], [-0.3, -0.7, -1.1], [-0.2, -0.1, -0.1], [-0.2, -0.2, -0.2], [-1.1, 1.5, 0.4], [1.0, -0.6, 1.0], [-0.4, 0.3, -0.1], [0.7, 0.0, -0.1], [-0.1, -0.2, -0.2], [-0.1, 0.0, 0.0], [-0.3, 0.1, -0.1], [0.0, 0.0, 0.3], [0.4, -0.1, -0.1], [-0.2, 0.2, -0.1], [-0.1, 0.0, -0.1], [0.0, 0.0, 0.0], [0.0, 0.1, -0.1], [-0.1, 0.0, 0.1], [0.1, 0.1, 0.0], [-0.1, 0.0, -0.1]], "lowdin_charge": [-0.4242, 0.1169, -0.0197, -0.0270, -0.5665, -0.1955, 0.0258, 0.0600, 0.0440, 0.1075, 0.0320, 0.0804, 0.0885, 0.1313, 0.0830, 0.0858, 0.1003, 0.0992, 0.0862, 0.0919], "orbital_gap_ev": [7.3, 6.9], "de_lowest_kcal_mol": 127.8, "e_tot_ha": -440.2836, "spin_multiplicity": 1}

No. 4
{"formula": "C9H10N2O2S", "method": "ωB97M-V with the def2-TZVPD basis set", "symbols": ["C", "C", "C", "C", "C", "C", "C", "C", "C", "N", "N", "O", "O", "S", "H", "H", "H", "H", "H", "H", "H", "H", "H", "H"], "positions_angstrom": [[1.832, 1.757, 0.959], [-1.904, 1.687, -1.388], [-3.007, 0.995, -0.918], [-0.655, 1.502, -0.810], [-2.719, 0.031, 0.094], [-0.467, 0.509, 0.124], [1.015, -0.590, 1.951], [1.046, -2.373, -0.675], [0.853, 0.123, 0.693], [2.309, 2.765, 1.087], [-1.471, -0.170, 0.622], [1.314, -0.027, -1.900], [3.118, -0.693, -0.445], [1.712, -0.663, -0.677], [-2.061, 2.527, -1.927], [-4.071, 1.131, -1.160], [0.258, 2.186, -1.145], [-3.430, -0.456, 0.622], [0.360, -1.503, 2.091], [2.095, -1.044, 1.993], [0.977, 0.041, 2.856], [1.500, -2.856, -1.478], [1.447, -2.605, 0.361], [-0.048, -2.273, -0.931]], "atomic_forces_ev_per_a": [[-3.6, -6.9, -1.5], [0.2, -1.1, 2.4], [0.3, -2.2, 1.8], [2.1, 1.9, -1.7], [3.2, 2.5, -1.3], [-0.6, 0.5, 0.8], [1.9, -2.8, 2.4], [-0.7, 2.8, 2.3], [2.0, 4.2, -0.4], [1.6, 3.3, 0.5], [-2.2, -0.6, -0.7], [-0.5, 0.2, -0.2], [0.6, -0.4, 1.0], [0.8, -0.6, -2.4], [-0.3, 2.3, -2.3], [0.8, 0.2, -0.3], [-2.2, -1.7, 0.8], [-2.5, -1.6, 1.2], [0.3, 1.4, -0.4], [-1.8, 1.0, -0.2], [-0.4, -0.2, -0.6], [1.2, -0.8, -1.1], [-1.2, -0.9, -1.3], [1.0, -0.4, 1.1]], "lowdin_charge": [-0.1017, -0.0486, -0.0217, -0.0236, -0.0745, -0.3632, -0.1158, -0.0868, -0.3751, 0.1040, 0.1260, -0.3061, -0.2935, 0.6096, 0.0756, 0.1135, 0.1666, 0.0646, 0.1083, 0.1275, 0.1012, 0.0414, 0.0781, 0.0941], "orbital_gap_ev": 9.7, "de_lowest_kcal_mol": 110.0, "e_tot_ha": -1006.9922, "spin_multiplicity": 1}

No. 5
{"formula": "C6H10N2", "method": "ωB97M-V with the def2-TZVPD basis set", "symbols": ["C", "C", "C", "N", "C", "C", "C", "N", "H", "H", "H", "H", "H", "H", "H", "H", "H", "H"], "positions_angstrom": [[0.508, 0.949, 0.216], [-1.770, 0.336, 0.862], [0.084, 1.228, -1.216], [-0.369, 0.483, 1.172], [1.506, -0.442, 0.375], [0.516, -1.404, 0.381], [-0.147, -2.316, -0.272], [2.708, -0.432, 0.777], [1.179, 1.711, 0.615], [3.194, 0.430, 0.535], [-2.235, 1.333, 0.878], [-1.981, -0.119, -0.112], [-2.251, -0.258, 1.640], [0.955, 1.487, -1.821], [-0.610, 2.072, -1.248], [-0.405, 0.366, -1.672], [-0.913, -2.909, 0.218], [0.033, -2.514, -1.327]], "atomic_forces_ev_per_a": [[1.2, -0.9, -0.7], [0.0, -0.1, -0.2], [-0.1, 0.1, 0.1], [-0.4, -0.5, 0.8], [0.2, 2.1, -0.1], [-0.5, -0.5, 0.1], [-0.1, 0.0, 0.0], [-0.2, -0.5, -0.3], [-0.1, 0.1, 0.0], [-0.2, 0.0, 0.1], [0.1, -0.1, 0.0], [0.0, 0.0, 0.0], [0.1, 0.0, 0.0], [0.0, 0.0, 0.1], [0.0, 0.0, 0.0], [0.0, 0.0, 0.0], [-0.1, 0.2, -0.1], [0.2, -0.1, 0.1]], "lowdin_charge": [-0.3592, -0.1448, -0.0620, -0.0032, -0.3366, -0.0380, 0.0161, 0.1361, 0.1300, 0.0538, 0.0926, 0.0679, 0.0790, 0.0795, 0.0795, 0.0684, 0.0676, 0.0733], "orbital_gap_ev": [8.1, 8.2], "de_lowest_kcal_mol": 123.9, "e_tot_ha": -343.9393, "spin_multiplicity": 1}

No. 6
{"formula": "C6H10", "method": "ωB97M-V with the def2-TZVPD basis set", "symbols": ["C", "C", "C", "C", "C", "C", "H", "H", "H", "H", "H", "H", "H", "H", "H", "H"], "positions_angstrom": [[-2.658, 0.119, -2.349], [-1.872, -0.416, -1.609], [-0.869, -1.000, -0.713], [-0.311, 0.013, 0.311], [1.200, -0.112, 0.488], [1.755, 0.874, 1.513], [-3.369, 0.560, -3.011], [-0.052, -1.389, -1.332], [-1.294, -1.868, -0.197], [-0.809, -0.129, 1.277], [-0.547, 1.032, -0.014], [1.680, 0.057, -0.485], [1.454, -1.139, 0.785], [1.509, 1.908, 1.239], [2.845, 0.803, 1.588], [1.340, 0.688, 2.510]], "atomic_forces_ev_per_a": [[0.3, -0.3, 0.3], [-0.3, 0.2, -0.3], [0.0, 0.0, -0.1], [0.0, 0.1, 0.0], [0.1, 0.0, 0.0], [0.0, 0.0, 0.0], [0.1, 0.0, 0.1], [-0.1, 0.1, 0.1], [0.0, 0.1, -0.1], [0.0, 0.0, -0.1], [0.0, -0.1, 0.0], [0.0, 0.0, 0.1], [0.0, 0.1, 0.0], [0.0, -0.2, 0.0], [-0.1, 0.0, 0.0], [0.0, 0.0, -0.1]], "lowdin_charge": [0.0997, -0.1547, -0.2186, -0.2250, -0.2870, -0.1218, 0.0195, 0.1126, 0.1152, 0.1141, 0.1119, 0.1101, 0.1103, 0.0733, 0.0681, 0.0723], "orbital_gap_ev": 11.0, "smiles": "C#CCCCC", "de_lowest_kcal_mol": 35.0, "e_tot_ha": -234.5468, "spin_multiplicity": 1}

No. 7
{"formula": "C2H2N2OS", "method": "ωB97M-V with the def2-TZVPD basis set", "symbols": ["C", "C", "N", "N", "O", "S", "H", "H"], "positions_angstrom": [[-1.066, 0.699, 1.169], [-0.182, -0.073, 0.193], [-1.899, 0.976, 1.949], [0.792, 0.554, -0.490], [0.396, -1.938, -1.236], [-0.565, -1.649, -0.180], [1.071, 1.418, -0.250], [1.453, 0.014, -1.153]], "atomic_forces_ev_per_a": [[0.5, -2.1, -1.2], [-1.5, 5.6, 3.5], [1.5, -0.1, -1.2], [1.3, -3.9, -2.9], [1.6, -0.8, -1.9], [-2.5, -3.2, 0.9], [1.0, 3.5, 1.1], [-1.9, 1.0, 1.7]], "lowdin_spin": [0.0520, 0.4702, 0.1548, 0.3144, 0.4337, 0.5572, 0.0114, 0.0063], "orbital_gap_ev": [7.2, 8.9], "de_lowest_kcal_mol": 11.8, "e_tot_ha": -660.2150, "spin_multiplicity": 3}

No. 8
{"formula": "C6H9LiMgO5", "method": "ωB97M-V with the def2-TZVPD basis set", "symbols": ["O", "C", "C", "O", "Mg", "H", "H", "O", "C", "C", "O", "C", "C", "O", "Li", "H", "H", "H", "H", "H", "H", "H"], "positions_angstrom": [[2.338, -1.074, 0.942], [2.868, -0.429, -0.178], [2.562, 1.063, -0.139], [1.309, 1.352, 0.380], [0.590, -0.289, 1.182], [3.965, -0.575, -0.265], [3.256, 1.536, 0.593], [-2.430, 0.918, -0.150], [-1.602, 0.645, -1.198], [-0.887, -0.504, -1.284], [-0.797, -1.356, -0.182], [-2.044, -1.363, 0.535], [-2.243, 0.067, 1.038], [-1.160, 0.450, 1.745], [-0.372, 2.129, 0.895], [-1.717, 1.310, -2.054], [-0.418, -0.879, -2.191], [-1.911, -2.050, 1.377], [-2.844, -1.695, -0.141], [-3.202, 0.165, 1.572], [2.392, 1.408, -1.280], [2.347, -0.828, -1.196]], "atomic_forces_ev_per_a": [[-0.3, 0.0, -0.1], [-1.3, -1.1, -1.2], [-0.6, 1.0, -1.8], [-2.7, 0.0, 1.3], [1.1, -0.3, -0.5], [-0.4, 0.0, -0.1], [0.4, 0.2, -1.3], [0.4, 0.7, 0.5], [0.0, -2.0, -0.7], [-0.7, 1.1, -0.1], [-0.1, -0.2, -0.2], [-0.1, 0.0, -0.1], [-0.3, -0.4, -0.2], [0.4, 0.6, -0.1], [0.6, -0.6, -0.2], [0.0, -0.2, 0.3], [0.2, 0.4, 0.4], [-0.1, 0.1, -0.2], [0.2, 0.0, 0.2], [0.3, 0.1, -0.1], [1.8, -0.1, 2.3], [1.1, 0.5, 1.8]], "lowdin_charge": [-0.3487, -0.3970, -0.3668, -0.4684, 0.7869, 0.1048, 0.1152, -0.0539, -0.1193, -0.0939, -0.1386, -0.0841, -0.4477, -0.2560, 0.7637, 0.1344, 0.1364, 0.1474, 0.1502, 0.1624, 0.1467, 0.1262], "orbital_gap_ev": 7.5, "de_lowest_kcal_mol": 0.0, "e_tot_ha": -817.9174, "spin_multiplicity": 1}

No. 9
{"formula": "C3H10N3O", "method": "ωB97M-V with the def2-TZVPD basis set", "symbols": ["C", "C", "C", "N", "N", "N", "O", "H", "H", "H", "H", "H", "H", "H", "H", "H", "H"], "positions_angstrom": [[-1.185, 1.189, 0.090], [-0.942, -1.062, 0.256], [2.171, -0.317, -0.166], [-0.898, 0.203, 1.032], [-0.499, 0.642, -1.107], [-0.098, -0.601, -0.856], [2.020, 0.491, 0.833], [-2.267, 1.235, -0.302], [-0.877, 2.263, 0.258], [-0.695, -1.917, 0.821], [-1.865, -1.211, -0.161], [2.355, -1.299, -0.026], [2.090, 0.117, -1.227], [-1.541, 0.231, 1.928], [0.151, 1.157, -1.569], [0.067, -1.281, -1.564], [2.013, 0.160, 1.759]], "atomic_forces_ev_per_a": [[-1.7, 1.9, -3.0], [1.1, 2.8, 0.7], [-3.3, 3.4, -1.5], [-1.4, -1.3, 4.0], [-2.9, 0.7, -0.2], [3.3, -3.0, 3.0], [0.5, 0.4, -0.6], [1.0, 0.0, 1.2], [0.0, -1.4, 0.3], [1.1, -0.9, 0.4], [-2.9, -0.6, -1.0], [1.0, -3.1, 0.5], [0.9, -0.4, 2.1], [1.6, -0.2, -2.6], [2.2, 2.1, -1.2], [-0.7, 0.0, -1.2], [0.0, -0.4, -0.9]], "lowdin_charge": [-0.2252, -0.1243, 0.0755, -0.0488, -0.0213, -0.0674, 0.0898, 0.1399, 0.1462, 0.1221, 0.0960, 0.0757, 0.1456, 0.1915, 0.0850, 0.1486, 0.1711], "orbital_gap_ev": 7.5, "total_charge": 1, "de_lowest_kcal_mol": 147.9, "e_tot_ha": -359.4042, "spin_multiplicity": 1}

No. 10
{"formula": "C4H9N", "method": "ωB97M-V with the def2-TZVPD basis set", "symbols": ["C", "N", "C", "C", "C", "H", "H", "H", "H", "H", "H", "H", "H", "H"], "positions_angstrom": [[-2.537, -0.686, -0.510], [-0.745, 0.707, 0.743], [0.516, 0.823, 0.209], [2.839, 0.163, -0.216], [1.562, -0.063, 0.258], [-1.896, -1.114, -1.278], [-3.331, -0.042, -0.872], [-2.913, -1.445, 0.171], [-0.718, 0.288, 1.675], [-1.432, 0.111, 0.044], [0.709, 1.824, -0.183], [3.537, -0.647, -0.062], [3.032, 1.113, -0.696], [1.376, -1.032, 0.717]], "atomic_forces_ev_per_a": [[-1.0, -1.4, -1.0], [1.4, 0.1, -0.1], [-1.2, 1.9, 0.4], [-2.2, 0.1, 0.6], [1.7, -1.7, 0.7], [0.2, 0.2, 0.0], [0.4, 0.5, 0.1], [0.4, 0.3, 0.4], [-0.2, -0.9, -0.5], [-0.2, 0.7, 0.7], [-0.1, -0.3, -0.9], [0.5, 0.3, -0.3], [0.6, -0.1, -0.1], [-0.1, 0.1, 0.0]], "lowdin_spin": [0.5636, 0.0903, 0.0449, 0.1369, 0.0059, 0.0312, 0.0262, 0.0248, -0.0016, 0.0671, -0.0015, 0.0068, 0.0060, -0.0009], "orbital_gap_ev": [7.4, 8.1], "total_charge": 1, "de_lowest_kcal_mol": 97.2, "e_tot_ha": -212.1252, "spin_multiplicity": 2}

No. 11
{"formula": "C5H10NO2", "method": "ωB97M-V with the def2-TZVPD basis set", "symbols": ["C", "C", "C", "C", "C", "N", "O", "O", "H", "H", "H", "H", "H", "H", "H", "H", "H", "H"], "positions_angstrom": [[0.569, -2.048, -0.162], [0.524, -0.839, 0.338], [-0.644, 0.349, -1.513], [-0.559, 1.778, -1.566], [-0.029, 0.476, 2.254], [0.885, 0.062, 1.241], [0.913, -3.142, 0.570], [-1.155, -0.377, -2.422], [-0.032, -2.345, -1.076], [-1.312, 2.264, -0.878], [-0.674, 2.353, -2.533], [0.397, 2.225, -1.156], [-0.213, 1.520, 2.283], [-0.960, 0.045, 2.103], [0.328, 0.187, 3.254], [1.625, -3.059, 1.192], [1.784, 0.331, 1.330], [-1.445, 0.217, -3.259]], "atomic_forces_ev_per_a": [[-1.8, -1.6, -0.3], [0.3, 2.7, 0.2], [1.3, -1.8, 2.0], [0.3, 3.5, -0.3], [0.6, 0.2, 1.8], [-3.6, -3.0, -2.0], [-0.5, -0.1, -1.2], [-0.7, 2.4, -2.5], [1.2, 0.6, 1.1], [0.4, -0.9, -0.5], [-0.2, -1.0, 0.4], [-0.7, -1.1, -0.2], [0.2, 1.2, -0.2], [-1.6, -1.1, -0.4], [0.0, 0.0, -0.3], [0.6, 0.5, 0.5], [3.7, 1.2, -0.1], [0.5, -1.7, 1.9]], "lowdin_charge": [-0.1310, 0.0059, -0.1656, -0.0796, -0.0351, 0.0234, 0.0668, 0.1016, 0.1526, 0.1258, 0.1076, 0.1091, 0.0848, 0.0788, 0.1149, 0.1128, 0.1150, 0.2122], "orbital_gap_ev": [9.1, 9.1], "total_charge": 1, "de_lowest_kcal_mol": 129.6, "e_tot_ha": -401.3185, "spin_multiplicity": 1}

No. 12
{"formula": "C5H14NO", "method": "ωB97M-V with the def2-TZVPD basis set", "symbols": ["C", "O", "C", "N", "H", "H", "H", "H", "H", "H", "H", "H", "C", "C", "C", "H", "H", "H", "H", "H", "H"], "positions_angstrom": [[2.076, 1.871, -0.910], [2.575, 3.102, -0.490], [0.665, 1.815, -0.338], [-0.002, 0.535, -0.752], [2.664, 1.022, -0.539], [2.009, 1.787, -2.006], [3.436, 3.279, -0.882], [0.665, 1.836, 0.750], [0.080, 2.644, -0.726], [0.462, -0.290, -0.362], [-0.030, 0.432, -1.770], [-0.967, 0.459, -0.422], [-1.087, -1.286, 1.672], [-1.716, -1.888, 0.447], [-1.913, -3.184, 0.259], [-1.398, -0.258, 1.872], [-1.338, -1.874, 2.555], [0.005, -1.280, 1.615], [-2.169, -1.253, -0.315], [-2.337, -3.540, -0.667], [-1.679, -3.930, 1.009]], "atomic_forces_ev_per_a": [[-0.3, -0.3, -0.1], [0.0, 0.2, 0.1], [0.1, -0.1, 0.0], [-0.2, -0.2, -0.1], [0.0, 0.0, 0.0], [0.1, 0.1, 0.0], [0.0, 0.0, 0.0], [0.0, 0.1, 0.0], [-0.1, 0.0, 0.0], [0.1, 0.0, -0.1], [0.1, 0.0, 0.0], [0.0, 0.2, 0.0], [0.0, 0.1, 0.1], [-0.4, -0.1, 0.0], [0.1, -0.1, 0.0], [-0.2, 0.0, 0.0], [0.1, 0.0, 0.0], [0.1, -0.1, 0.0], [0.3, 0.2, 0.0], [-0.2, -0.1, 0.0], [0.2, 0.0, 0.0]], "lowdin_charge": [-0.2678, -0.0201, -0.1106, 0.1908, 0.1325, 0.1326, 0.1147, 0.1438, 0.1442, 0.1508, 0.1792, 0.1342, -0.1219, -0.2727, 0.0222, 0.0711, 0.0896, 0.0686, 0.0799, 0.0634, 0.0755], "orbital_gap_ev": 9.8, "total_charge": 1, "de_lowest_kcal_mol": 48.6, "e_tot_ha": -328.6087, "spin_multiplicity": 1}

> Which formula does entry 5 have?

C6H10N2